# C21H20BN2O5

A 3-piece molecular cluster, C21H20BN2O5 overall in a non-equilibrium geometry (ωB97M-V/def2-TZVPD, the Open Molecules 2025 dataset).

```
! wB97M-V def2-TZVPD RIJCOSX def2/J DEFGRID3
* xyz -1 1
C 4.623 -3.871 -0.721
C 3.110 -4.326 -0.746
C 2.371 -4.478 -1.993
C 0.939 -4.865 -1.959
C 0.293 -5.085 -0.674
C -1.222 -5.451 -0.531
B -2.106 -4.084 -0.167
N -2.323 -3.183 -1.402
O -1.507 -3.289 0.973
C -0.887 -2.195 0.525
N -0.097 -1.476 0.080
C 1.083 -4.961 0.574
C 2.489 -4.582 0.569
H 4.725 -3.230 0.201
H 4.748 -3.190 -1.612
H 5.342 -4.726 -0.734
H 2.900 -4.299 -2.963
H 0.399 -4.939 -2.930
H -1.589 -5.766 -1.555
H -1.405 -6.300 0.177
H -3.194 -4.497 0.180
H -1.509 -3.243 -2.032
H -3.082 -3.605 -1.949
H 0.558 -5.133 1.543
H 3.034 -4.501 1.539
C -3.295 2.831 2.367
C -2.048 3.266 2.205
C -1.021 2.423 1.549
O 0.120 2.825 1.405
C -1.433 1.082 1.080
C -2.683 0.647 1.242
C -3.709 1.487 1.897
O -4.850 1.095 2.046
H -4.060 3.432 2.845
H -1.728 4.246 2.542
H -0.670 0.479 0.601
H -3.001 -0.333 0.904
C 0.530 5.494 -0.011
C 0.684 5.718 -1.316
C 1.055 7.056 -1.828
O 1.193 7.264 -3.018
C 1.251 8.137 -0.834
C 1.098 7.915 0.469
C 0.726 6.575 0.982
O 0.588 6.374 2.172
H 0.257 4.518 0.381
H 0.545 4.940 -2.056
H 1.523 9.109 -1.227
H 1.237 8.694 1.209
*
```

Output
Total energy ... -35994.7479 eV
E_LUMO ... 0.147 eV